Record 1
C24H39N2O5 | ωB97M-V with the def2-TZVPD basis set

```
! wB97M-V def2-TZVPD RIJCOSX def2/J DEFGRID3
* xyz 1 1
C 2.2706 -4.9377 2.8863
C 2.8095 -4.7555 1.8202
C 2.9733 -4.6588 0.3154
C 2.2470 -3.4193 -0.3140
C 1.1756 -2.7583 0.5972
C 0.1278 -1.8986 -0.1330
C -1.2446 -2.1805 0.1216
C -2.2839 -1.4466 -0.4492
C -3.7138 -1.8075 -0.0698
O -3.9429 -2.8044 0.5532
O -4.7685 -0.9754 -0.3945
C -5.0959 -0.2467 0.8352
C -1.9299 -0.3927 -1.3629
N -2.9110 0.3812 -2.0204
C -0.5707 -0.1503 -1.5824
N 0.3958 -0.8754 -0.9655
C 1.7896 -0.4596 -1.2723
C 2.5596 0.1181 -0.0508
C 4.0805 0.2917 -0.3731
C 4.5282 1.7760 -0.1629
C 4.8960 2.1033 1.3335
O 4.4828 1.0936 2.2519
C 3.2477 1.4114 2.8989
H 1.7534 -5.0353 3.8326
H 4.0629 -4.5183 0.1515
H 2.7175 -5.6024 -0.1939
H 1.8706 -3.7163 -1.3121
H 3.0339 -2.6555 -0.4881
H 0.5959 -3.5883 1.0532
H 1.6088 -2.2185 1.4621
H -1.4991 -2.9960 0.8130
H -5.7033 0.6349 0.5932
H -4.1731 0.0730 1.3641
H -5.6569 -0.9221 1.5028
H -2.4452 1.2532 -2.2855
H -3.5882 0.6604 -1.3062
H -0.2890 0.6526 -2.2733
H 2.3325 -1.2772 -1.7834
H 1.7518 0.3581 -2.0201
H 2.1489 1.1373 0.1168
H 2.3806 -0.4346 0.8841
H 4.1936 0.1108 -1.4655
H 4.7041 -0.4089 0.2066
H 5.4171 1.9652 -0.7920
H 3.7417 2.4936 -0.4725
H 4.4711 3.0861 1.6339
H 5.9944 2.1988 1.4124
H 3.3912 1.8552 3.9039
H 2.6553 2.0929 2.2483
H 2.6770 0.4643 2.9798
C -10.1084 0.1799 1.6568
C -8.8153 0.3390 2.4124
O -7.7430 0.1564 1.8743
C -8.9077 0.7339 3.8635
H -9.8932 -0.1054 0.6281
H -10.7154 -0.6008 2.1179
H -10.6555 1.1241 1.6522
H -9.4624 -0.0227 4.4205
H -9.4025 1.7021 3.9549
H -7.9051 0.8119 4.2817
C 4.4593 2.3712 -3.9687
C 3.8708 3.7564 -3.8778
O 2.7630 3.9360 -3.4208
C 4.7138 4.9010 -4.3757
H 3.7417 1.6517 -3.5742
H 4.6705 2.1204 -5.0093
H 5.3743 2.3169 -3.3763
H 4.9371 4.7659 -5.4353
H 5.6413 4.9575 -3.8032
H 4.1666 5.8336 -4.2493
*
```

The energy above the lowest of the compared OMol25 structures with the same formula, charge and spin comes out at 0.0 kJ/mol. The HOMO energy comes out at -11.6 eV. The calculation puts the gap between HOMO and LUMO at 7.39 eV.

Charges computed using Löwdin, reported in e:
1. C 0.11
2. C -0.13
3. C -0.18
4. C -0.17
5. C -0.12
6. C -0.12
7. C 0.10
8. C 0.00
9. C -0.42
10. O 0.17
11. O -0.07
12. C -0.04
13. C -0.19
14. N 0.13
15. C 0.05
16. N 0.01
17. C -0.11
18. C -0.16
19. C -0.17
20. C -0.16
21. C -0.21
22. O -0.21
23. C -0.10
24. H 0.04
25. H 0.11
26. H 0.12
27. H 0.13
28. H 0.09
29. H 0.12
30. H 0.12
31. H 0.15
32. H 0.09
33. H 0.10
34. H 0.09
35. H 0.11
36. H 0.10
37. H 0.15
38. H 0.13
39. H 0.13
40. H 0.12
41. H 0.09
42. H 0.10
43. H 0.12
44. H 0.10
45. H 0.11
46. H 0.12
47. H 0.12
48. H 0.10
49. H 0.09
50. H 0.08
51. C -0.02
52. C -0.48
53. O 0.04
54. C -0.02
55. H 0.08
56. H 0.09
57. H 0.09
58. H 0.09
59. H 0.09
60. H 0.08
61. C -0.02
62. C -0.51
63. O 0.05
64. C -0.02
65. H 0.06
66. H 0.09
67. H 0.08
68. H 0.09
69. H 0.09
70. H 0.09

---

Record 2
C2H2N3O4S | ωB97M-V with the def2-TZVPD basis set

```
! wB97M-V def2-TZVPD RIJCOSX def2/J DEFGRID3
* xyz -1 1
N 0.1482 1.3851 -0.9442
S 0.3216 1.0158 0.4941
O -0.7444 0.9961 1.4810
O 1.6099 1.5139 1.0292
N 0.6431 -0.8543 0.5426
C 1.8075 -1.5077 0.2942
O 1.9745 -2.6766 0.3851
N 2.8809 -0.6949 -0.1460
C 3.1887 0.4775 -0.2913
O 3.7651 1.4758 -0.5814
H -0.6469 0.8825 -1.2844
H -0.1960 -1.3183 0.7331
*
```

The energy above the lowest of the compared OMol25 structures with the same formula, charge and spin comes out at 0.0 kJ/mol. The HOMO energy comes out at -5.6 eV. The calculation puts the gap between HOMO and LUMO at 9.22 eV. The SMILES is N=[S@](=O)([O-])NC(=O)N=C=O.

Charges computed using Löwdin, reported in e:
1. N -0.21
2. S 0.50
3. O -0.38
4. O -0.37
5. N 0.02
6. C -0.64
7. O 0.05
8. N 0.21
9. C -0.34
10. O 0.12
11. H -0.01
12. H 0.07

---

Record 3
C35H30Cl3N6O3PbS3 | ωB97M-V with the def2-TZVPD basis set

```
! wB97M-V def2-TZVPD RIJCOSX def2/J DEFGRID3
* xyz -1 1
Pb -0.1125 0.6570 0.4640
C -4.1708 -2.6649 2.7094
S -2.5978 -3.4723 2.3424
C -1.4117 -2.1555 2.2058
S -1.7280 -0.5321 2.6455
N -0.2791 -2.6589 1.7805
N 0.6367 -1.7715 1.3332
C 1.8643 -2.1064 1.3591
C 2.8680 -1.2753 0.6720
C 4.1737 -1.7329 0.5279
C 5.0749 -0.9811 -0.2056
C 4.6515 0.2029 -0.7863
C 3.3403 0.6002 -0.5763
N 2.4783 -0.1053 0.1504
H -4.6981 -3.2725 3.4434
H -3.9619 -1.6779 3.1144
H -4.7617 -2.5768 1.8003
H 2.1851 -3.0367 1.8273
H 4.4558 -2.6836 0.9646
H 6.0939 -1.3259 -0.3410
H 5.3165 0.8064 -1.3910
H 2.9582 1.5235 -1.0082
Cl -5.7200 6.1351 0.1133
C -4.2095 5.2532 0.1652
C -4.2144 3.8735 0.0645
C -3.0173 3.1827 0.1057
Cl -3.0629 1.4447 -0.0505
C -1.7451 3.8056 0.2582
O -0.6208 3.1886 0.3071
C -1.8344 5.2248 0.3612
Cl -0.3378 6.1004 0.5712
C -3.0161 5.9388 0.3090
H -5.1460 3.3337 -0.0481
H -3.0020 7.0185 0.3772
N 3.8817 5.2962 5.1366
C 4.0429 3.9655 5.1211
S 5.1428 3.2231 6.1072
C 3.1786 3.2317 4.1471
C 2.9071 1.8797 4.3128
C 2.0895 1.2442 3.3961
N 1.5478 1.8663 2.3446
C 1.8148 3.1621 2.1714
C 2.6178 3.8755 3.0495
H 4.4207 5.8254 5.7980
H 3.1425 5.7497 4.6292
H 3.3231 1.3435 5.1536
H 1.8441 0.1912 3.5067
H 1.3338 3.6417 1.3218
H 2.8047 4.9215 2.8374
C -3.6078 -1.4936 -5.0564
C -3.3754 -1.6303 -3.5728
C -4.2768 -1.0629 -2.6797
C -4.0851 -1.1946 -1.3124
C -2.9519 -1.8258 -0.8360
C -2.0169 -2.3620 -1.7208
N -0.9028 -3.0154 -1.1714
C 0.4385 -3.0099 -1.5815
C 1.1938 -4.1130 -1.1585
C 2.5056 -4.2907 -1.5548
C 3.0978 -3.3740 -2.4150
C 2.3753 -2.2563 -2.7982
C 1.0697 -2.0231 -2.3653
C 0.5147 -0.6339 -2.7000
O 0.8730 -0.1205 -3.7644
O -0.2386 -0.1020 -1.8116
C -2.2636 -2.3394 -3.1015
C -1.3860 -3.0844 -4.0782
H -4.4171 -0.7903 -5.2528
H -3.8765 -2.4522 -5.5102
H -2.7064 -1.1319 -5.5571
H -5.1329 -0.5126 -3.0575
H -4.8020 -0.7742 -0.6167
H -2.7588 -1.8871 0.2345
H -1.0309 -3.3254 -0.2205
H 0.7171 -4.8476 -0.5178
H 3.0575 -5.1597 -1.2129
H 4.1144 -3.5194 -2.7643
H 2.8206 -1.5061 -3.4421
H -0.8446 -3.8884 -3.5834
H -0.6502 -2.4254 -4.5500
H -1.9947 -3.5253 -4.8697
*
```

The energy above the lowest of the compared OMol25 structures with the same formula, charge and spin comes out at 34.8 kJ/mol. The HOMO energy comes out at -4.9 eV. The calculation puts the gap between HOMO and LUMO at 6.03 eV.

Charges computed using Löwdin, reported in e:
1. Pb 1.34
2. C -0.42
3. S 0.82
4. C -1.16
5. S 0.48
6. N -0.13
7. N -0.10
8. C -0.10
9. C -0.27
10. C -0.03
11. C -0.06
12. C -0.05
13. C -0.12
14. N 0.04
15. H 0.02
16. H -0.02
17. H 0.03
18. H 0.13
19. H 0.11
20. H 0.11
21. H 0.10
22. H 0.13
23. Cl 0.60
24. C -0.69
25. C -0.15
26. C -0.54
27. Cl 0.73
28. C -0.50
29. O -0.30
30. C -0.58
31. Cl 0.65
32. C -0.16
33. H 0.10
34. H 0.10
35. N 0.08
36. C -0.82
37. S 0.64
38. C -0.23
39. C -0.03
40. C -0.11
41. N 0.00
42. C -0.11
43. C -0.01
44. H 0.09
45. H 0.10
46. H 0.09
47. H 0.11
48. H 0.08
49. H 0.11
50. C -0.05
51. C -0.23
52. C -0.06
53. C -0.15
54. C -0.06
55. C -0.20
56. N 0.11
57. C -0.22
58. C -0.05
59. C -0.11
60. C -0.11
61. C -0.04
62. C -0.09
63. C -0.64
64. O 0.01
65. O -0.24
66. C -0.15
67. C -0.02
68. H 0.07
69. H 0.08
70. H 0.09
71. H 0.10
72. H 0.09
73. H 0.05
74. H 0.09
75. H 0.11
76. H 0.10
77. H 0.09
78. H 0.11
79. H 0.08
80. H 0.09
81. H 0.07